{
  "formula": "C60H49IrNOP4",
  "method": "ωB97M-V with the def2-TZVPD basis set",
  "mol_weight_g_mol": 1116.17,
  "max_force_ha_per_bohr": 0.005,
  "e_above_lowest_kcal_mol": 0.9,
  "multiplicity": 2,
  "lumo_ev": [-12.34, -12.35],
  "homo_energy_ev": [-17.7, -17.8],
  "orbital_gap_ev": [5.40, 5.46],
  "charge": 4,
  "total_energy_ha": -3914.28467,
  "elements": ["Ir", "P", "P", "P", "P", "O", "N", "C", "C", "C", "C", "C", "C", "C", "C", "C", "C", "C", "C", "C", "C", "C", "C", "C", "C", "C", "C", "C", "C", "C", "C", "C", "C", "C", "C", "C", "C", "C", "C", "C", "C", "C", "C", "C", "C", "C", "C", "C", "C", "C", "C", "C", "C", "C", "C", "C", "C", "C", "C", "C", "C", "C", "C", "C", "C", "C", "C", "H", "H", "H", "H", "H", "H", "H", "H", "H", "H", "H", "H", "H", "H", "H", "H", "H", "H", "H", "H", "H", "H", "H", "H", "H", "H", "H", "H", "H", "H", "H", "H", "H", "H", "H", "H", "H", "H", "H", "H", "H", "H", "H", "H", "H", "H", "H", "H", "H"],
  "positions_angstrom": [[1.15375, 0.47076, 0.02940], [-0.27968, 2.15525, -0.75938], [-3.17719, 0.18106, 0.45709], [3.18851, -0.65516, 0.11142], [-0.31305, -1.20496, 0.23834], [2.52729, 2.13859, 0.13030], [-1.94373, -0.70039, -0.17237], [-1.57338, 1.54040, -5.10462], [0.71660, -4.82890, -1.22124], [3.61791, -2.25150, 0.78238], [-0.40223, -3.66230, -3.00860], [1.44703, 5.72791, -1.71528], [2.75514, -1.40127, -2.51227], [-4.46876, -0.08841, 2.85590], [3.53016, -2.46226, 2.16184], [4.28845, -4.72120, 1.84835], [5.97436, 1.35598, 2.35642], [0.49729, 4.76601, -1.42972], [3.71504, 1.93332, 0.89642], [-0.17073, -2.62452, -0.84625], [-0.54563, -2.69814, 4.53752], [-1.84177, 2.72455, -3.02876], [2.78432, 5.46655, -1.44418], [-0.60886, -2.57620, -2.17521], [4.05445, -3.27564, -0.05951], [-2.18285, 2.54412, -4.35980], [2.93655, -1.31630, -3.88300], [3.17213, 4.27734, -0.84149], [-0.61986, 0.71754, -4.52019], [5.45442, 2.64044, 2.34914], [-1.39417, -3.23988, 3.57530], [3.86590, -3.69592, 2.68941], [0.26022, -4.78871, -2.53051], [0.85796, 3.55797, -0.82311], [-6.46694, -0.31527, -1.89348], [4.30714, 2.94356, 1.61800], [-1.32491, -2.79759, 2.26628], [-0.28127, 0.88750, -3.18574], [4.38753, -4.50981, 0.48048], [-5.36798, 0.27881, -1.29475], [4.17773, 0.61937, 0.92522], [0.43774, -1.26456, 2.88571], [-6.83132, -1.61109, -1.55091], [-3.06037, 2.06515, -0.03163], [-1.73794, 2.66056, 0.21727], [0.50244, -3.75138, -0.37245], [-2.15961, 0.65552, 2.96606], [-0.89384, 1.88791, -2.43035], [-2.72578, 4.05635, 1.91814], [4.55677, 0.44253, -3.56717], [-4.63260, -0.43455, -0.34148], [-4.99033, -1.75169, -0.01452], [-0.40711, -1.80316, 1.91766], [-4.19338, 2.65293, 0.68210], [-2.26794, 0.77314, 4.33916], [5.32735, 0.34338, 1.66208], [-3.25795, 0.20998, 2.22220], [3.48424, -0.55991, -1.65921], [-4.02285, 3.59886, 1.64654], [-1.60478, 3.60814, 1.19919], [-3.46866, 0.46225, 4.97141], [2.20228, 3.35427, -0.50172], [4.38517, 0.36543, -2.19394], [3.83392, -0.39400, -4.40963], [-4.56338, 0.03433, 4.23353], [-6.09202, -2.33037, -0.61807], [0.37091, -1.71294, 4.19580], [0.41803, -5.63734, -3.18279], [-5.33290, -0.40773, 2.28844], [3.23345, -1.65837, 2.82539], [5.70856, -0.66928, 1.70135], [-4.41762, -2.31765, 0.71157], [6.87074, 1.13677, 2.91964], [-4.86921, 4.01164, 2.17873], [0.85965, -3.79368, 0.64971], [1.15233, -0.48958, 2.61580], [1.15748, 6.66026, -2.17941], [-2.58405, 4.81487, 2.68059], [-6.37730, -3.34141, -0.36100], [3.90065, 3.94440, 1.62859], [-5.18644, 2.28593, 0.44939], [-1.22248, 0.90272, 2.48160], [-2.30012, 3.53926, -2.47716], [4.21705, 4.08312, -0.65064], [-0.13129, -0.04982, -5.10634], [3.54127, 6.19242, -1.70995], [-2.09491, -4.01715, 3.84937], [4.56111, -5.68101, 2.26658], [-1.42040, 1.10743, 4.92273], [-0.64202, 4.06447, 1.39448], [2.08487, -2.14883, -2.10335], [-7.69526, -2.06583, -2.01751], [-0.59547, -3.05597, 5.55773], [-5.49548, -0.20204, 4.72871], [-1.83493, 1.41025, -6.14637], [2.39980, -1.98805, -4.54086], [4.74361, -5.29977, -0.16704], [-0.75505, -3.63503, -4.03105], [1.03136, -1.30232, 4.94848], [5.27048, 1.14214, -3.98091], [-0.53530, 4.94229, -1.70550], [-7.04040, 0.23368, -2.62780], [-3.55056, 0.55825, 6.04623], [1.23101, -5.70630, -0.85274], [3.98635, -0.34077, -5.47961], [3.81838, -3.85766, 3.75800], [-1.08277, -1.68921, -2.58528], [-2.90943, 3.19746, -4.82424], [-1.96732, -3.23759, 1.51126], [0.48259, 0.25158, -2.74637], [4.15910, -3.11310, -1.12449], [-3.24883, 1.96453, -1.11052], [4.96986, 1.00411, -1.54396], [5.93609, 3.42228, 2.92064], [-5.10553, 1.28597, -1.59275], [-2.23660, -1.12009, -1.05294]],
  "forces_ev_per_a": [[-0.1, 0.0, -0.1], [0.1, -0.1, 0.0], [0.0, 0.1, 0.0], [0.0, 0.2, 0.2], [0.1, 0.1, 0.1], [0.0, 0.0, 0.0], [0.0, 0.0, 0.0], [0.0, 0.0, 0.0], [0.0, 0.0, 0.0], [0.0, -0.1, -0.1], [0.0, 0.0, 0.0], [0.0, 0.0, 0.0], [0.0, 0.0, 0.0], [0.0, 0.0, 0.0], [0.0, 0.0, 0.0], [0.0, 0.0, 0.0], [0.0, 0.0, 0.0], [0.0, 0.0, 0.0], [0.0, 0.0, 0.0], [0.0, 0.0, -0.1], [0.0, 0.0, 0.0], [0.0, 0.0, 0.0], [0.0, 0.0, 0.0], [0.1, 0.0, 0.0], [0.0, 0.0, 0.0], [0.0, 0.0, 0.0], [0.0, 0.0, 0.0], [0.0, 0.0, 0.0], [0.0, 0.0, 0.0], [0.0, 0.0, 0.0], [0.0, 0.0, 0.0], [0.0, 0.0, 0.0], [0.0, 0.0, 0.0], [-0.1, 0.0, 0.0], [0.0, 0.0, 0.0], [0.0, 0.0, 0.0], [0.0, 0.0, 0.0], [0.0, 0.0, 0.0], [0.0, 0.0, 0.0], [0.0, -0.1, 0.0], [0.1, 0.0, 0.0], [0.0, 0.0, 0.0], [0.0, 0.0, 0.0], [0.0, -0.1, 0.0], [0.0, 0.0, 0.0], [0.0, 0.0, 0.0], [0.0, 0.0, 0.0], [0.0, 0.0, 0.0], [0.0, 0.0, 0.0], [0.0, 0.0, 0.0], [0.0, 0.1, -0.1], [0.0, 0.0, 0.0], [0.0, 0.0, 0.0], [0.0, 0.0, 0.0], [0.0, 0.0, 0.0], [0.0, 0.0, 0.0], [0.1, 0.0, 0.0], [0.0, 0.0, 0.0], [0.0, 0.0, 0.0], [0.0, 0.0, 0.0], [0.0, 0.0, 0.0], [0.0, 0.0, 0.0], [0.0, 0.0, -0.1], [0.0, 0.0, 0.0], [0.0, 0.0, 0.0], [0.0, 0.0, 0.0], [0.0, 0.0, 0.0], [0.0, 0.0, 0.0], [0.0, 0.0, 0.0], [0.0, 0.0, 0.0], [0.0, 0.0, 0.0], [0.0, 0.0, 0.0], [0.0, 0.0, 0.0], [0.0, 0.0, 0.0], [0.0, 0.0, 0.0], [0.0, 0.0, 0.0], [0.0, 0.0, 0.0], [0.0, 0.0, 0.0], [0.0, 0.0, 0.0], [0.0, 0.0, 0.0], [0.0, 0.0, 0.0], [0.0, 0.0, 0.0], [0.0, 0.0, 0.0], [0.0, 0.0, 0.0], [0.0, 0.0, 0.0], [0.0, 0.0, 0.0], [0.0, 0.0, 0.0], [0.0, 0.0, 0.0], [0.0, 0.0, 0.0], [0.0, 0.0, 0.0], [0.0, 0.0, 0.0], [0.0, 0.0, 0.0], [0.0, 0.0, 0.0], [0.0, 0.0, 0.0], [0.0, 0.0, 0.0], [0.0, 0.0, 0.0], [0.0, 0.0, 0.0], [0.0, 0.0, 0.0], [0.0, 0.0, 0.0], [0.0, 0.0, 0.0], [0.0, 0.0, 0.0], [0.0, 0.0, 0.0], [0.0, 0.0, 0.0], [0.0, 0.0, 0.0], [0.0, 0.0, 0.0], [0.0, 0.0, 0.0], [0.0, 0.0, 0.0], [0.0, 0.0, 0.0], [0.0, 0.0, 0.0], [0.0, 0.0, 0.0], [0.0, 0.0, 0.0], [0.0, 0.0, 0.0], [0.0, 0.0, 0.0], [0.0, 0.0, 0.0], [0.0, 0.0, 0.0], [0.0, 0.0, 0.0]],
  "lowdin_spin": [0.821, 0.005, 0.000, 0.018, 0.008, 0.012, -0.002, 0.000, 0.000, 0.002, 0.000, 0.000, 0.019, 0.000, 0.001, 0.001, 0.000, 0.000, 0.007, 0.000, 0.001, 0.000, 0.000, 0.000, 0.001, 0.000, -0.002, 0.000, 0.001, 0.002, 0.000, 0.000, 0.000, 0.000, 0.000, 0.000, 0.000, 0.006, 0.000, 0.000, 0.004, 0.017, 0.000, 0.000, 0.000, 0.000, 0.001, 0.000, -0.001, 0.003, 0.000, 0.000, 0.004, -0.001, 0.000, 0.001, 0.000, 0.023, 0.000, -0.001, 0.000, 0.001, 0.008, 0.017, 0.000, 0.000, 0.002, 0.000, 0.000, 0.000, 0.000, 0.000, 0.000, 0.000, 0.000, 0.013, 0.000, 0.000, 0.000, 0.000, 0.000, 0.002, 0.000, 0.000, 0.000, 0.000, 0.000, 0.000, 0.000, 0.000, 0.000, 0.000, 0.000, 0.000, 0.000, 0.000, 0.000, 0.000, 0.000, 0.000, 0.000, 0.000, 0.000, 0.000, 0.001, 0.000, 0.000, 0.000, 0.000, 0.005, 0.000, 0.000, 0.000, 0.000, 0.000, 0.000]
}